Molecular formula: C27H15IrN5O7
Method: DFT, the ωB97M-V functional and the def2-TZVPD basis

The net charge is +1. As for the orbital gap (alpha / beta): 3.900 / 3.900 eV. The value obtained for the LUMO energy (alpha / beta) is -6.669 / -6.669 eV.

Element x y z (Å)
1 Ir 0.52 -0.07 -0.37
2 C -2.29 1.63 -3.18
3 C -1.51 1.89 -4.26
4 C -0.13 1.62 -4.19
5 C 0.43 1.15 -2.99
6 N -0.27 0.99 -1.89
7 C -1.71 1.10 -1.93
8 C 1.80 0.64 -2.90
9 C 2.82 0.96 -3.77
10 C 4.05 0.33 -3.62
11 C 4.21 -0.61 -2.61
12 C 3.14 -0.88 -1.77
13 N 1.98 -0.26 -1.91
14 H -3.36 1.79 -3.20
15 H -1.93 2.27 -5.17
16 H 0.49 1.73 -5.07
17 H -2.05 1.71 -1.09
18 H 2.68 1.70 -4.54
19 H 4.86 0.56 -4.29
20 H 5.14 -1.14 -2.48
21 H 3.21 -1.61 -0.98
22 O 5.67 -0.68 3.04
23 C 4.72 -0.59 2.33
24 C 4.40 0.55 1.35
25 O 5.17 1.40 0.97
26 C 3.02 0.28 0.91
27 C 2.61 -0.96 1.31
28 O 1.48 -1.44 0.85
29 C 3.58 -1.61 2.19
30 O 3.51 -2.68 2.75
31 O 2.25 1.06 0.20
32 O -5.46 -0.81 4.38
33 N -4.26 -0.83 4.51
34 O -3.67 -0.90 5.56
35 C -3.46 -0.76 3.26
36 C -4.16 -0.94 2.10
37 C -3.53 -0.85 0.85
38 C -4.25 -0.93 -0.40
39 C -3.61 -0.67 -1.54
40 C -2.15 -0.42 -1.56
41 N -1.45 -0.60 -0.32
42 C -2.14 -0.62 0.80
43 C -1.44 -0.32 2.00
44 N -0.20 0.17 1.84
45 C 0.51 0.50 2.90
46 C 0.02 0.34 4.19
47 C -1.27 -0.11 4.38
48 C -2.07 -0.42 3.26
49 H -5.22 -1.14 2.15
50 H -5.31 -1.16 -0.38
51 H -4.12 -0.66 -2.49
52 H -1.69 -1.04 -2.34
53 H 1.49 0.92 2.72
54 H 0.64 0.59 5.04
55 H -1.67 -0.21 5.37

Want to see where the charge sits? The Löwdin charges in e are: 1.571 0.021 -0.021 0.070 -0.197 -0.050 -0.206 -0.190 0.027 0.000 0.015 -0.060 -0.014 0.132 0.128 0.123 0.176 0.125 0.128 0.130 0.132 0.190 -0.230 -0.268 0.143 -0.353 -0.353 -0.178 -0.267 0.152 -0.132 0.106 -0.334 0.100 -0.036 0.075 -0.095 0.023 0.001 -0.217 -0.060 -0.153 -0.129 0.054 -0.053 0.023 0.052 -0.038 0.139 0.135 0.128 0.166 0.127 0.129 0.115